1.
Computed, not measured: a 13-piece molecular cluster, C5H35NO13 overall, with ωB97M-V/def2-TZVPD.

```
! wB97M-V def2-TZVPD RIJCOSX def2/J DEFGRID3
* xyz 1 2
O 2.538 0.704 -3.799
O -2.706 -3.000 0.938
O 0.009 2.012 3.133
O -3.689 -0.728 0.465
O -0.177 0.661 -3.953
O 0.613 2.555 0.564
O -0.300 -3.129 2.180
O 3.035 2.479 -1.703
O -2.243 1.081 -2.006
O 2.532 -2.592 1.981
O -2.291 1.204 2.200
O 1.298 -0.132 3.431
O -1.987 2.619 0.017
N 1.824 0.637 0.078
C -0.932 -2.316 -1.486
C 0.678 -0.085 -0.446
C 1.618 1.886 0.448
C 1.188 -1.526 -0.665
C 0.512 -2.095 -1.905
H 0.260 0.292 -1.502
H 2.143 2.808 -1.850
H 2.606 2.468 0.820
H -3.727 -0.128 1.215
H -1.316 -1.284 -1.344
H 2.988 -3.124 2.594
H -2.811 1.636 2.869
H -1.890 1.673 -1.312
H 0.946 -3.089 -2.148
H -2.850 -2.037 0.631
H -0.570 0.416 -3.048
H -1.042 -2.843 -0.481
H -2.934 1.623 -2.439
H -1.311 1.444 2.323
H -0.733 1.449 -4.220
H -0.195 -0.107 0.402
H 2.362 -1.458 -0.752
H 1.171 -2.068 0.355
H -1.147 -2.756 1.957
H 0.852 -1.030 3.445
H 0.279 1.036 3.272
H -0.679 -4.000 2.286
H -0.995 2.621 0.027
H 2.845 0.060 -4.378
H -3.575 -3.334 0.985
H 3.113 1.704 -2.180
H 0.771 -1.420 -2.747
H -2.248 2.147 0.786
H 2.684 0.204 0.010
H 1.574 -2.827 1.984
H 0.412 2.434 2.281
H -3.214 -0.302 -0.164
H -1.649 -2.737 -2.201
H 2.012 -0.045 2.790
H 1.658 1.047 -4.050
*
```

Output
**Gap between HOMO and LUMO (spin up / spin down)**: 10.33 / 4.11 eV
**⟨S²⟩**: 0.763
**ΔE to the lowest compared entry with this formula, charge and spin**: 108.79 kcal per mole
**E_HOMO (spin up / spin down)**: -13.82 / -13.82 eV
**Electronic energy**: -33849.8916 eV

---

2.
Computed, not measured: C28H50LaN8O11P3S as an isolated structure, with ωB97M-V/def2-TZVPD.

```
! wB97M-V def2-TZVPD RIJCOSX def2/J DEFGRID3
* xyz -2 1
La 0.076 -0.045 -0.210
S 2.530 0.783 -2.874
P 2.328 -2.636 1.371
P -1.837 -2.256 -2.045
P -3.003 0.667 -1.042
O -0.897 1.516 4.130
O -3.701 0.894 0.239
O -0.468 -1.645 -1.911
O -1.631 1.192 -1.382
O -2.519 -2.596 1.646
O 1.997 -0.502 -3.243
O -2.206 -3.406 -1.010
O -2.122 -2.810 -3.425
O -4.028 1.506 -2.161
O 2.467 1.808 -3.901
O -1.891 -1.056 0.208
N 8.376 -0.145 -1.976
N 0.538 2.740 -0.426
N 1.790 1.333 1.702
N 1.806 1.225 -1.508
N -0.675 0.339 2.162
N 2.561 3.445 -1.463
N -2.799 -0.384 -3.387
N 1.628 -1.422 0.811
C 0.272 3.979 -0.103
C 1.025 1.938 2.779
C 2.279 4.681 -1.098
C 4.291 0.514 -2.557
C -1.891 -0.404 2.482
C 4.884 -0.633 -3.049
C 1.656 2.496 -1.156
C 5.212 -3.549 1.535
C 2.375 -2.687 3.342
C -3.158 -0.898 -2.042
C 1.582 -4.355 0.807
C 2.406 -5.633 0.949
C 4.676 -1.198 0.890
C 2.754 -3.997 4.024
C 3.320 -1.592 3.841
C 6.396 1.238 -1.684
C 1.114 5.038 -0.443
C 4.209 -2.652 0.818
C 1.212 -4.151 -0.661
C 4.205 -2.999 -0.670
C 0.976 -2.261 3.782
C -2.122 -1.446 1.402
C 0.264 -4.515 1.565
C -4.532 -1.509 -2.013
C 7.003 0.071 -2.151
C -0.318 1.218 3.071
C 5.045 1.460 -1.889
C 6.234 -0.857 -2.850
H 3.411 -2.444 -1.167
H 0.397 -4.817 -0.947
H 5.370 -3.237 2.564
H 4.261 -1.351 -3.559
H 6.999 1.963 -1.153
H 3.713 -4.373 3.679
H 8.636 -1.121 -2.005
H 3.156 -1.420 4.909
H 1.797 -6.481 0.626
H 2.043 -4.334 -1.334
H 0.414 -4.850 2.590
H 0.870 -3.124 -0.809
H -4.732 -1.833 -0.994
H -0.272 -3.566 1.568
H 8.767 0.328 -1.174
H -4.562 -2.379 -2.670
H 0.616 -1.464 3.129
H 4.066 -4.063 -0.841
H 2.676 1.815 1.568
H 0.265 -3.078 3.740
H -0.644 4.132 0.455
H 5.545 -1.049 0.246
H -2.521 -1.307 -3.874
H 2.827 -3.836 5.103
H 1.577 1.971 3.738
H -0.371 -5.253 1.070
H 4.368 -1.854 3.714
H 3.291 -5.607 0.318
H 5.160 -2.719 -1.120
H -1.831 -0.862 3.479
H 6.707 -1.756 -3.229
H -1.950 0.174 -3.185
H 3.116 -0.664 3.312
H 0.786 2.972 2.504
H 1.998 -4.759 3.856
H 6.175 -3.492 1.018
H -5.296 -0.785 -2.301
H 3.038 5.421 -1.338
H 4.557 2.358 -1.540
H -4.522 2.071 -1.572
H 3.872 -0.559 0.524
H -3.520 0.228 -3.770
H -2.764 0.265 2.458
H 4.946 -0.891 1.898
H 0.884 6.060 -0.187
H 2.713 -5.813 1.976
H 4.885 -4.585 1.534
H 0.989 -1.890 4.810
H 1.984 0.348 1.912
H -2.247 -3.139 -0.060
*
```

Output
**Gap between HOMO and LUMO**: 6.61 eV
**ΔE to the lowest compared entry with this formula, charge and spin**: 40.86 kcal per mole
**E_HOMO**: -2.58 eV
**Electronic energy**: -103865.6335 eV

---

> Which of these has the lowest electronic energy?

C28H50LaN8O11P3S

---

> Which formula does entry 2 have?

C28H50LaN8O11P3S

---

> electronic energy of number 2 (C28H50LaN8O11P3S)?

-103865.6335 eV